9
Properties=species:S:1:pos:R:3:lowdin_charge:R:1 method="wB97M-V/def2-TZVPD" relative_energy_kcal_mol=91.19 total_energy_ev=-6597.512 charge=+1 lumo_energy_ev=-3.94 largest_force_ha_per_bohr=0.102 homo_energy_ev=-16.5338
C -1.083 -0.108 0.133 -0.112
C 0.975 0.592 -0.436 -0.063
N 0.709 -0.308 0.598 0.058
N -0.147 0.834 0.450 0.080
N -1.902 -0.817 -0.184 0.405
H 1.824 1.207 -0.254 0.136
H 0.881 0.352 -1.463 0.133
H 1.233 -0.129 1.508 0.190
H -2.490 -1.624 -0.352 0.173